*P*
2 unconnected molecules or ions with the total composition C3H10O2S2, computed with wB97M-V/def2-TZVPD.

```
! RIJCOSX wB97M-V def2-TZVPD def2/J DEFGRID3
* xyz 0 1
O 1.97 1.47 -1.49
C 1.24 2.59 -1.05
C 0.09 2.20 -0.10
C -0.83 1.17 -0.71
S -1.48 -0.03 0.49
S 0.29 -1.09 0.93
H 2.49 1.05 -0.80
H 1.95 3.28 -0.59
H 0.85 3.03 -1.96
H 0.66 1.74 0.72
H -0.38 3.12 0.26
H -1.72 1.64 -1.10
H -0.46 0.57 -1.54
H 0.97 -0.55 -0.05
O -0.24 -4.43 0.33
H -0.49 -3.83 1.04
H -0.17 -3.88 -0.45
*
```

Computed properties:
E_LUMO = 0.0085 hartree
SMILES string = OCCCSS.O

These are the Mulliken partial charges, in e, on atoms 1 to 2: O -0.526; C -0.592

*Q*
2 unconnected molecules or ions with the total composition C3H10O2S2, computed with wB97M-V/def2-TZVPD.

```
! RIJCOSX wB97M-V def2-TZVPD def2/J DEFGRID3
* xyz 0 1
O -0.21 1.34 1.93
C -0.03 -0.08 1.62
C 0.87 -0.29 0.29
C 0.02 0.33 -0.91
S -1.55 -0.52 -1.00
S -2.62 1.15 -1.50
H -1.20 1.56 1.60
H -0.99 -0.59 1.62
H 0.46 -0.42 2.54
H 1.08 -1.32 0.12
H 1.75 0.34 0.36
H 0.53 0.25 -1.91
H -0.21 1.39 -0.71
H -1.57 1.69 -2.21
O 6.42 -2.37 1.77
H 6.08 -2.92 1.06
H 5.94 -1.52 1.87
*
```

Computed properties:
E_LUMO = 0.0139 hartree
SMILES string = OCCCSS.O

These are the Mulliken partial charges, in e, on atoms 1 to 2: O -0.530; C -0.559

The most stable structure shown above is *P*; the least stable is *Q*.